[1]
The following is a quantum chemistry calculation of a structure of composition C7H15N3O3S2, from OMol25.

Geometry as XYZ:
```
30
Properties=species:S:1:pos:R:3
C 1.81 -0.20 0.36
C -0.07 -1.30 -0.52
C 4.13 -0.60 0.79
C -2.70 3.02 -0.38
C 3.17 0.28 0.08
C -1.96 1.99 0.46
C -2.19 -0.07 -0.68
N 1.15 -0.68 -0.61
N 0.11 -2.55 -1.18
N -1.02 -0.44 -1.25
O -2.94 -0.82 1.75
O -2.65 -2.53 0.02
O -0.64 -1.34 0.80
S -0.11 2.13 0.42
S -2.30 -1.24 0.58
H 1.52 -0.32 1.43
H 3.63 -1.54 0.75
H 4.17 -0.27 1.83
H 5.03 -0.74 0.31
H -2.69 3.87 0.23
H -2.27 3.06 -1.31
H -3.67 2.48 -0.32
H 3.34 0.48 -1.00
H 3.36 1.20 0.61
H -2.38 1.83 1.41
H -2.96 0.09 -1.41
H -0.79 -2.89 -1.07
H 0.60 -3.28 -0.62
H -0.72 -0.46 -2.22
H 0.05 0.85 0.75
```

Summary:
ΔE to the lowest compared entry with this formula, charge and spin (kJ/mol): 472.99
Calculated total energy (eV): -39780.5368
Highest occupied orbital energy (alpha / beta) (eV): -7.928 / -7.927
Maximum force (eV/Å): 4.82

***

[2]
The following is a quantum chemistry calculation of the ion C11H15BN3 with charge +1, from OMol25.

Geometry as XYZ:
```
30
Properties=species:S:1:pos:R:3
B -1.42 -1.92 0.41
C 4.59 0.48 -0.27
C 3.78 1.42 0.41
C 4.07 -0.74 -0.66
C 2.45 1.14 0.65
C 2.79 -1.02 -0.39
C 1.96 -0.06 0.22
C -1.57 0.52 -0.13
C -2.51 1.62 -0.35
C -3.83 0.98 -0.13
C -3.55 -0.63 -0.25
C 0.05 -1.57 0.50
N 0.58 -0.39 0.24
N -2.15 -0.56 0.06
N -0.24 0.74 0.01
H -1.71 -2.65 -0.51
H -1.77 -2.70 1.30
H 5.58 0.70 -0.28
H 4.22 2.24 0.87
H 4.70 -1.61 -1.02
H 1.72 1.80 1.09
H 2.22 -1.96 -0.85
H -2.35 2.54 0.28
H -2.37 1.88 -1.37
H -4.24 1.22 0.92
H -4.46 1.32 -0.92
H -4.11 -1.21 0.45
H -3.61 -1.04 -1.25
H 0.88 -2.17 0.98
H 0.28 1.61 0.02
```

Summary:
ΔE to the lowest compared entry with this formula, charge and spin (kJ/mol): 1.61
Calculated total energy (eV): -16788.7088
Charge: +1
Highest occupied orbital energy (eV): -12.531
Maximum force (eV/Å): 4.88

***

[3]
The following is a quantum chemistry calculation of a cluster of 2 separate species, CHI3O in total, from OMol25.

Geometry as XYZ:
```
6
Properties=species:S:1:pos:R:3
O 2.69 0.29 0.40
C 1.63 -0.19 0.27
I 1.31 -2.17 -0.72
H 0.53 0.13 0.72
I -3.36 2.23 -0.59
I -2.80 -0.30 -0.08
```

Summary:
ΔE to the lowest compared entry with this formula, charge and spin (kJ/mol): 30.45
Structure (SMILES): O=CI.II
Calculated total energy (eV): -27402.1472
Highest occupied orbital energy (eV): -9.554
Maximum force (eV/Å): 2.91

***

[4]
The following is a quantum chemistry calculation of the ion C3H7S with charge -1, from OMol25.

Geometry as XYZ:
```
11
Properties=species:S:1:pos:R:3
C 0.65 -0.31 -1.13
C -0.40 -0.42 -0.06
C -0.22 0.61 1.08
S -1.72 0.94 2.07
H 1.64 -0.67 -0.87
H 0.78 0.65 -1.64
H 0.39 -0.95 -1.99
H -1.43 -0.27 -0.36
H -0.39 -1.39 0.43
H 0.12 1.56 0.73
H 0.59 0.26 1.73
```

Summary:
ΔE to the lowest compared entry with this formula, charge and spin (kJ/mol): 23.10
Structure (SMILES): CCC[S-]
Calculated total energy (eV): -14060.2212
Charge: -1
Highest occupied orbital energy (eV): -2.063
Maximum force (eV/Å): 2.08

***

[5]
The following is a quantum chemistry calculation of a structure of composition C45H59AsN3S2SbSi4Ti, from OMol25.

Geometry as XYZ:
```
116
Properties=species:S:1:pos:R:3
Ti 0.33 0.11 -0.27
S -1.35 1.17 0.93
C -1.79 0.49 2.49
C -2.66 1.22 3.29
C -3.14 0.66 4.46
C -2.76 -0.62 4.83
C -1.87 -1.32 4.05
C -1.35 -0.78 2.88
As -0.07 -1.72 1.74
C -1.05 -3.40 1.87
C -0.47 -4.59 2.27
C -1.23 -5.75 2.36
C -2.57 -5.71 2.03
C -3.16 -4.52 1.64
C -2.40 -3.37 1.55
C 1.37 -2.09 3.02
C 1.31 -1.89 4.39
C 2.39 -2.22 5.20
C 3.55 -2.74 4.64
C 3.64 -2.90 3.27
C 2.55 -2.58 2.47
H -2.94 2.21 2.98
H -3.85 1.22 5.06
H -3.16 -1.07 5.73
H -1.60 -2.34 4.32
H 0.59 -4.62 2.52
H -0.77 -6.67 2.67
H -3.17 -6.61 2.08
H -4.21 -4.49 1.39
H -2.86 -2.44 1.24
H 0.42 -1.46 4.84
H 2.32 -2.09 6.27
H 4.38 -3.02 5.27
H 4.54 -3.27 2.82
H 2.62 -2.71 1.39
N 4.11 0.05 1.52
C 3.57 0.49 2.71
C 4.09 0.61 3.98
C 3.24 1.06 4.98
C 1.92 1.42 4.70
C 1.40 1.32 3.43
C 2.22 0.82 2.42
N 1.96 0.56 1.10
C 3.10 0.07 0.59
C 3.17 -0.33 -0.78
C 4.25 -0.72 -1.55
S 3.76 -0.97 -3.18
C 2.15 -0.56 -2.74
N 1.98 -0.27 -1.47
H 5.05 -0.26 1.37
H 5.12 0.35 4.20
H 3.61 1.15 5.99
H 1.29 1.79 5.49
H 0.38 1.60 3.21
H 5.27 -0.83 -1.26
H 1.34 -0.56 -3.46
C -1.96 3.82 -4.92
Si -2.39 2.32 -3.82
C -3.93 2.55 -2.70
C -2.75 0.89 -5.05
Sb -0.41 2.04 -2.04
Si -1.14 4.22 -0.66
C -2.79 4.09 0.30
C -1.39 5.79 -1.73
C 0.41 4.43 0.46
Si 1.68 3.06 -3.26
C 1.60 4.91 -3.73
C 3.19 2.89 -2.08
C 1.92 2.12 -4.91
H -2.77 4.02 -5.61
H -1.07 3.62 -5.51
H -1.77 4.72 -4.34
H -4.75 1.92 -3.04
H -4.28 3.57 -2.70
H -3.71 2.26 -1.68
H -3.53 1.22 -5.73
H -3.11 -0.01 -4.56
H -1.89 0.63 -5.65
H -3.58 4.61 -0.24
H -2.70 4.56 1.28
H -3.10 3.06 0.46
H -2.33 5.73 -2.27
H -0.60 5.97 -2.45
H -1.45 6.66 -1.08
H 0.76 3.46 0.82
H 0.19 5.05 1.32
H 1.21 4.91 -0.10
H 1.58 5.55 -2.86
H 0.73 5.13 -4.33
H 2.48 5.17 -4.30
H 3.19 3.69 -1.35
H 4.13 2.93 -2.62
H 3.17 1.95 -1.52
H 0.96 1.90 -5.37
H 2.46 1.18 -4.80
H 2.48 2.73 -5.61
C -0.97 -1.68 -3.53
Si -1.11 -1.52 -1.59
C -3.00 -1.17 -1.29
C -0.61 -3.33 -1.15
C 0.72 -3.60 -0.82
C 1.15 -4.89 -0.55
C 0.24 -5.94 -0.58
C -1.08 -5.69 -0.92
C -1.49 -4.40 -1.20
H -1.87 -2.13 -3.94
H -0.15 -2.34 -3.80
H -0.83 -0.73 -4.02
H -3.60 -2.08 -1.28
H -3.40 -0.53 -2.08
H -3.17 -0.65 -0.35
H 1.44 -2.78 -0.81
H 2.18 -5.08 -0.30
H 0.56 -6.94 -0.35
H -1.79 -6.50 -0.95
H -2.52 -4.23 -1.47
```

Summary:
ΔE to the lowest compared entry with this formula, charge and spin (kJ/mol): 158.22
Calculated total energy (eV): -195765.2773
Charge: +1
Highest occupied orbital energy (alpha / beta) (eV): -9.832 / -9.792
Expectation value of S²: 0.761
2S+1: 2
Maximum force (eV/Å): 2.52

***

[6]
The following is a quantum chemistry calculation of a cluster of 2 separate species, CCl2FNO2 in total, from OMol25.

Geometry as XYZ:
```
7
Properties=species:S:1:pos:R:3
C -0.06 1.30 0.22
N 0.28 -2.23 -0.75
O 0.01 -2.91 0.13
O 0.31 -1.05 -0.96
F 0.13 1.94 -0.91
Cl 1.00 1.81 1.55
Cl -1.67 1.14 0.72
```

Summary:
ΔE to the lowest compared entry with this formula, charge and spin (kJ/mol): 0.00
Calculated total energy (eV): -34378.7441
Highest occupied orbital energy (alpha / beta) (eV): -8.798 / -11.526
Expectation value of S²: 2.006
2S+1: 3
Maximum force (eV/Å): 3.04

***

[7]
The following is a quantum chemistry calculation of a structure of composition C18H34Br3NO10S, from OMol25.

Geometry as XYZ:
```
67
Properties=species:S:1:pos:R:3
C 2.33 3.79 -1.10
C 1.66 2.39 -0.53
C 0.11 2.31 -1.04
Br -1.02 1.94 0.62
C -0.24 1.12 -2.09
C -1.50 1.40 -3.16
C -2.60 2.50 -2.54
C -3.89 2.45 -3.60
C -4.93 1.27 -3.05
C -5.99 1.84 -1.92
N -6.84 0.74 -1.28
O -0.89 0.10 -1.20
S -0.03 -1.37 -1.06
O -0.76 -2.60 -1.65
O 0.13 -1.79 0.43
O 1.38 -0.78 -1.89
C 0.94 0.28 -2.86
Br 0.27 -0.91 -4.38
Br 2.40 1.30 -3.83
H 2.36 3.84 -2.28
H 3.44 3.93 -0.74
H 1.74 4.74 -0.74
H 2.31 1.44 -0.72
H 1.63 2.53 0.66
H -0.20 3.39 -1.39
H -2.11 0.37 -3.20
H -1.13 1.74 -4.22
H -3.05 2.13 -1.50
H -2.13 3.57 -2.46
H -4.45 3.47 -3.69
H -3.44 2.08 -4.64
H -5.57 0.91 -3.97
H -4.38 0.33 -2.62
H -6.75 2.62 -2.39
H -5.41 2.38 -1.06
H -6.21 0.04 -0.78
H -7.39 1.23 -0.52
C -1.63 -3.08 2.22
C -1.42 -4.26 1.28
O -1.22 -5.47 2.02
C -2.34 -6.03 2.54
O -3.48 -5.60 2.43
O -1.98 -7.13 3.24
C -3.05 -7.76 3.93
H -0.81 -3.01 2.94
H -1.69 -2.15 1.65
H -2.55 -3.19 2.80
H -0.51 -4.10 0.69
H -2.25 -4.37 0.57
H -3.89 -7.98 3.25
H -3.39 -7.13 4.76
H -2.69 -8.71 4.34
C 8.28 2.66 2.37
C 6.89 3.27 2.32
O 5.98 2.44 1.59
C 5.52 1.34 2.25
O 5.80 1.03 3.39
O 4.72 0.65 1.40
C 4.25 -0.58 1.94
H 8.63 2.43 1.36
H 8.98 3.34 2.86
H 8.27 1.71 2.93
H 6.93 4.23 1.80
H 6.50 3.48 3.33
H 3.77 -0.43 2.91
H 5.08 -1.29 2.03
H 3.51 -1.00 1.25
```

Summary:
Calculated total energy (eV): -262137.5744
Highest occupied orbital energy (eV): -9.443
Maximum force (eV/Å): 6.43